# 1
{
  "formula": "C13H23NO5S",
  "method": "ωB97M-V with the def2-TZVPD basis set",
  "e_lumo_ev": -0.54,
  "smiles": "COCCCC[C@@H]1OC[C@@H](C[C@H]2CO2)[C@@]1(S)CON=O",
  "charge": 0,
  "homo_energy_ev": -9.068,
  "elements": ["C", "O", "C", "C", "C", "C", "C", "O", "C", "C", "C", "C", "C", "O", "C", "S", "C", "O", "N", "O", "H", "H", "H", "H", "H", "H", "H", "H", "H", "H", "H", "H", "H", "H", "H", "H", "H", "H", "H", "H", "H", "H", "H"],
  "xyz": [[2.49864, -4.24707, 0.40968], [1.17773, -4.35535, -0.07959], [0.58862, -3.06291, -0.14472], [-0.73220, -3.13794, -0.89921], [-1.13520, -1.78235, -1.50814], [-1.99089, -0.93520, -0.55212], [-1.10219, -0.04688, 0.33599], [-1.28419, -0.38228, 1.72587], [-0.50298, 0.60172, 2.42718], [-0.44922, 1.89785, 1.58786], [0.91389, 2.56251, 1.39155], [1.69102, 1.97709, 0.19548], [2.48968, 2.96066, -0.67070], [3.07030, 2.05178, 0.25598], [-1.31633, 1.45721, 0.36931], [-3.08471, 1.61582, 1.00563], [-1.30651, 2.27557, -0.94169], [-1.21131, 1.47200, -2.12204], [0.06580, 1.62750, -2.75127], [-0.02397, 2.22675, -3.73735], [2.51463, -3.75286, 1.38582], [3.13924, -3.73127, -0.30985], [2.87938, -5.25548, 0.55863], [1.29295, -2.37035, -0.61828], [0.36855, -2.75390, 0.88524], [-1.50553, -3.43215, -0.19179], [-0.64638, -3.89205, -1.68028], [-1.68781, -1.90712, -2.43859], [-0.22017, -1.24904, -1.77440], [-2.66659, -0.30012, -1.11823], [-2.56132, -1.57566, 0.11719], [-0.06665, -0.37314, 0.18750], [-0.95130, 0.75405, 3.40670], [0.45974, 0.11091, 2.61670], [-1.06985, 2.62992, 2.09812], [0.85034, 3.63214, 1.23043], [1.56516, 2.27139, 2.21703], [1.24023, 1.13402, -0.31896], [2.25843, 2.57596, -1.65432], [2.24431, 3.93807, -0.29144], [-3.06590, 2.91818, 1.32762], [-0.49926, 3.01408, -0.91378], [-2.22819, 2.83793, -1.01878]],
  "forces_ev_per_angstrom": [[-0.2, -0.5, 0.1], [0.1, 0.3, -0.1], [-0.4, -0.6, 0.3], [0.2, 0.4, -0.2], [-0.3, -0.2, 0.2], [0.7, 0.6, 0.1], [-0.2, -1.4, 0.7], [0.0, 0.5, -0.1], [0.2, -1.0, 0.3], [-0.8, 0.5, 0.1], [0.8, -2.0, -1.1], [-0.7, 1.5, 0.0], [-2.8, -2.0, 1.1], [1.0, -0.1, -0.2], [-1.0, 0.9, 0.1], [-0.3, -0.4, 0.0], [0.9, -0.1, 0.5], [-0.5, 0.1, -0.2], [0.5, 0.3, 0.3], [-0.1, -0.2, -0.3], [0.1, 0.2, 0.0], [0.1, 0.2, 0.1], [0.0, -0.1, -0.1], [0.0, 0.1, 0.0], [0.3, 0.4, 0.0], [-0.1, -0.3, -0.1], [0.0, -0.1, 0.0], [0.0, -0.2, 0.0], [-0.1, 0.2, -0.1], [-0.2, -0.1, 0.0], [-0.2, 0.0, -0.1], [0.2, 0.8, -0.7], [-0.2, 0.1, 0.0], [0.4, 0.5, -0.2], [0.2, 0.1, 0.2], [-0.1, 0.2, 0.5], [-0.2, 0.6, 0.5], [0.4, -0.2, 0.1], [1.2, 0.7, -0.6], [0.8, 0.5, -0.5], [0.2, 0.0, -0.2], [0.2, -0.1, -0.1], [-0.1, 0.0, -0.2]]
}


# 2
{
  "formula": "C26H70O9",
  "method": "ωB97M-V with the def2-TZVPD basis set",
  "e_lumo_ev": 0.33,
  "smiles": "CC(C)O.CC(C)O.CC(C)O.CC(C)O.CC(C)O.CC(C)O.CC(C)O.CC(C)O.CCO",
  "charge": 0,
  "homo_energy_ev": -9.491,
  "relative_energy_ev": 0.000,
  "elements": ["C", "C", "C", "O", "H", "H", "H", "H", "H", "H", "H", "H", "C", "C", "C", "O", "H", "H", "H", "H", "H", "H", "H", "H", "C", "C", "C", "O", "H", "H", "H", "H", "H", "H", "H", "H", "C", "C", "C", "O", "H", "H", "H", "H", "H", "H", "H", "H", "C", "C", "C", "O", "H", "H", "H", "H", "H", "H", "H", "H", "C", "C", "C", "O", "H", "H", "H", "H", "H", "H", "H", "H", "C", "C", "C", "O", "H", "H", "H", "H", "H", "H", "H", "H", "C", "C", "C", "O", "H", "H", "H", "H", "H", "H", "H", "H", "C", "C", "O", "H", "H", "H", "H", "H", "H"],
  "xyz": [[1.64070, -0.30008, -5.09046], [3.11066, -0.11233, -4.85093], [3.66804, -1.03630, -3.76086], [3.78278, -0.26239, -6.09980], [1.42476, -1.27866, -5.52095], [1.25351, 0.49052, -5.73748], [1.10208, -0.18895, -4.14446], [3.27334, 0.91402, -4.48706], [2.96260, -1.04565, -2.93065], [4.63599, -0.68971, -3.40044], [3.77317, -2.06167, -4.12622], [4.72311, -0.13120, -5.94671], [1.50855, -1.10824, 6.83210], [1.95587, -0.43674, 5.54355], [0.76055, 0.20764, 4.85335], [2.93842, 0.54244, 5.89286], [0.85307, -1.94057, 6.58152], [1.02750, -0.41728, 7.52568], [2.38266, -1.47735, 7.37634], [2.44128, -1.19923, 4.92780], [-0.11649, -0.44872, 4.87693], [0.90898, 0.37643, 3.78016], [0.49272, 1.16072, 5.30822], [3.16515, 1.05021, 5.10732], [4.57403, 2.64699, -0.55460], [3.13914, 2.18799, -0.59903], [2.34222, 2.97407, -1.63212], [3.11509, 0.79831, -0.92800], [4.60521, 3.72827, -0.41977], [5.05921, 2.42659, -1.50978], [5.14698, 2.16335, 0.23671], [2.68846, 2.35916, 0.38777], [2.15298, 3.98165, -1.25486], [1.38632, 2.47214, -1.80471], [2.82644, 3.04699, -2.60730], [2.19964, 0.50383, -0.82645], [-1.86199, -0.93487, -0.25141], [-0.86900, 0.21958, -0.15133], [0.10378, 0.02923, 0.97491], [-0.08049, 0.33171, -1.34373], [-2.56289, -0.74063, -1.06711], [-2.42620, -0.94851, 0.68122], [-1.31998, -1.85667, -0.46117], [-1.44282, 1.14753, -0.02202], [0.74910, 0.90928, 1.03852], [0.70127, -0.87138, 0.82095], [-0.39976, -0.06589, 1.93801], [-0.65348, 0.57642, -2.07864], [-5.14641, -1.20346, 2.16314], [-4.88072, -0.14691, 3.21718], [-3.60597, 0.63448, 2.93015], [-5.99068, 0.75442, 3.29640], [-5.27922, -0.78314, 1.16464], [-6.03229, -1.77799, 2.43123], [-4.29681, -1.89408, 2.13131], [-4.81423, -0.62443, 4.19393], [-3.54352, 1.51122, 3.57305], [-3.53343, 0.91485, 1.87551], [-2.71822, 0.02900, 3.14947], [-5.99163, 1.25876, 2.47577], [-2.04489, 4.15493, -1.62502], [-3.49885, 4.51687, -1.40453], [-4.36481, 3.31830, -1.09854], [-3.60179, 5.50961, -0.38501], [-1.65308, 3.65199, -0.73633], [-1.45934, 5.02749, -1.90968], [-1.88215, 3.45709, -2.45729], [-3.86826, 4.96696, -2.33073], [-4.06646, 2.80659, -0.17472], [-4.20519, 2.55024, -1.86301], [-5.41333, 3.60506, -1.07290], [-3.67362, 5.06118, 0.46277], [-3.44013, 0.77861, -5.41402], [-3.13804, 0.16493, -4.04415], [-3.26997, -1.33922, -4.05304], [-1.81465, 0.51977, -3.61265], [-2.61860, 0.54479, -6.09708], [-3.50771, 1.86110, -5.31801], [-4.36644, 0.37992, -5.82113], [-3.83917, 0.65951, -3.36949], [-4.20793, -1.64888, -4.52310], [-3.32403, -1.74251, -3.04094], [-2.46158, -1.78832, -4.63250], [-1.22564, -0.07961, -4.08643], [0.05933, -4.31132, 2.13270], [1.27512, -4.64317, 1.26753], [1.18095, -4.00978, -0.10386], [2.43615, -4.08276, 1.87762], [0.26372, -4.59546, 3.16734], [-0.86333, -4.81135, 1.83193], [-0.11720, -3.23397, 2.08505], [1.37508, -5.73120, 1.18337], [0.33535, -4.40510, -0.66815], [2.09055, -4.18038, -0.68358], [1.08361, -2.92381, -0.02620], [2.59572, -4.52467, 2.71685], [4.57392, -1.70307, 3.12968], [3.90133, -1.35768, 1.81461], [4.50575, -0.14101, 1.37701], [4.58690, -0.85445, 3.80873], [5.59144, -2.02395, 2.90874], [4.06185, -2.55624, 3.58224], [2.81248, -1.25926, 1.87925], [4.10871, -2.13831, 1.07665], [4.07915, 0.18577, 0.57235]],
  "forces_ev_per_angstrom": [[-0.5, 0.3, 0.1], [0.6, 0.2, 0.6], [-0.4, -0.1, -0.4], [-0.1, -0.1, 0.0], [0.0, 0.0, 0.0], [0.1, -0.2, -0.2], [0.1, -0.2, 0.1], [-0.1, 0.0, -0.1], [0.2, 0.0, 0.2], [0.0, 0.0, 0.0], [0.0, 0.1, -0.1], [0.0, 0.0, 0.0], [0.7, 0.0, 0.2], [-0.2, 0.3, 0.5], [-0.3, -0.3, -0.8], [-0.1, 0.0, 0.0], [-0.1, 0.0, 0.2], [-0.3, 0.1, -0.3], [-0.1, -0.2, -0.2], [-0.2, 0.0, -0.3], [0.1, 0.0, 0.2], [0.4, 0.2, 0.2], [0.1, -0.1, 0.2], [0.0, 0.0, 0.0], [0.3, 0.0, -0.2], [-0.1, 0.5, -0.5], [-0.4, 0.0, 0.1], [0.0, -0.1, 0.4], [0.0, 0.0, 0.1], [0.0, 0.0, 0.0], [-0.1, 0.0, 0.0], [0.0, -0.2, 0.0], [0.0, 0.0, -0.1], [-0.1, 0.1, 0.1], [0.3, -0.1, 0.1], [-0.1, -0.1, -0.3], [0.1, 0.7, -0.2], [-0.3, -0.2, -0.6], [0.1, 0.3, 0.4], [0.3, 0.0, 0.4], [0.0, -0.1, 0.0], [0.0, -0.5, 0.0], [-0.1, -0.2, 0.2], [0.1, 0.0, 0.1], [0.2, -0.1, 0.0], [0.1, 0.1, 0.0], [-0.1, 0.0, -0.1], [-0.3, 0.0, -0.1], [0.3, -0.5, 0.3], [-0.1, 0.5, -0.5], [0.4, -0.4, 0.3], [0.1, -0.1, 0.1], [0.0, 0.1, 0.0], [-0.1, 0.0, -0.1], [-0.1, 0.0, -0.1], [0.0, 0.1, 0.1], [-0.1, 0.1, -0.1], [-0.1, 0.2, 0.0], [-0.1, 0.0, -0.1], [-0.1, 0.0, 0.0], [0.3, -0.5, -0.4], [0.3, 0.0, -0.2], [0.2, -0.6, -0.2], [-0.2, 0.1, -0.2], [0.2, 0.3, 0.1], [0.0, 0.1, 0.5], [-0.4, -0.1, 0.1], [-0.1, 0.2, 0.2], [-0.1, 0.3, 0.2], [-0.2, 0.2, -0.1], [-0.1, -0.1, 0.1], [0.1, 0.0, 0.0], [0.6, -0.1, 0.2], [-0.2, 0.4, -0.6], [-0.9, -0.2, 0.2], [-0.2, 0.1, 0.0], [-0.1, 0.0, -0.1], [0.0, 0.0, -0.1], [-0.1, 0.1, 0.0], [0.2, -0.3, 0.5], [0.1, 0.1, -0.1], [0.4, -0.1, 0.0], [0.1, -0.1, 0.1], [0.2, 0.1, 0.0], [0.0, 0.0, 0.0], [-0.4, 0.3, 0.2], [0.2, 0.0, -0.3], [0.2, -0.1, -0.1], [-0.1, 0.1, 0.0], [0.1, -0.1, -0.2], [0.0, 0.0, 0.2], [0.1, 0.0, -0.1], [0.0, 0.0, 0.0], [0.0, -0.2, 0.1], [-0.1, -0.1, 0.1], [0.0, 0.0, 0.0], [-0.3, -0.6, -0.4], [0.5, 0.4, -0.4], [0.0, 0.2, 0.3], [0.0, 0.0, 0.1], [0.1, 0.2, 0.2], [0.0, 0.1, 0.2], [0.0, 0.0, 0.3], [-0.1, -0.1, 0.1], [-0.1, -0.3, -0.2]]
}


# 3
{
  "formula": "C12H17N",
  "method": "ωB97M-V with the def2-TZVPD basis set",
  "e_lumo_ev": 0.87,
  "smiles": "Cc1c[nH]c2ccccc12.CCC",
  "charge": 0,
  "homo_energy_ev": -7.786,
  "relative_energy_ev": 0.895,
  "elements": ["C", "C", "C", "N", "C", "C", "C", "C", "C", "C", "H", "H", "H", "H", "H", "H", "H", "H", "H", "C", "C", "C", "H", "H", "H", "H", "H", "H", "H", "H"],
  "xyz": [[3.94661, 0.33103, 1.28053], [2.53264, 0.65013, 0.90023], [2.27577, 1.84699, 0.30346], [0.88920, 2.12097, 0.36926], [0.27780, 0.99099, 0.90011], [-1.04288, 0.69423, 1.10086], [-1.34261, -0.52785, 1.74722], [-0.35314, -1.33573, 2.29168], [0.98505, -1.07175, 2.02650], [1.28126, 0.11355, 1.35091], [4.27032, 1.10170, 1.98930], [4.68996, 0.52061, 0.49544], [4.11742, -0.66387, 1.67797], [2.91369, 2.60116, -0.12321], [0.33761, 2.62956, -0.30696], [-1.91481, 1.28993, 0.86793], [-2.35207, -0.88585, 1.89475], [-0.69069, -2.09605, 2.98523], [1.85059, -1.69510, 2.19688], [-3.01849, 0.21623, -3.21694], [-2.32163, -1.03433, -3.73820], [-2.79368, -2.26792, -3.02453], [-2.76369, 1.11375, -3.77953], [-2.71136, 0.37613, -2.17598], [-4.10407, 0.09252, -3.17800], [-2.35640, -1.03036, -4.83517], [-1.25033, -0.88667, -3.57054], [-3.89064, -2.28477, -3.04989], [-2.49922, -3.24626, -3.40600], [-2.47048, -2.21002, -1.98096]],
  "forces_ev_per_angstrom": [[0.6, 0.5, 0.1], [1.0, 1.3, -0.2], [-1.7, 0.0, -0.1], [-0.2, -0.9, -0.3], [0.7, 0.6, 0.6], [-1.7, -1.7, 0.7], [0.4, 1.0, 0.0], [0.5, -0.2, 0.1], [0.0, 0.7, -0.4], [0.1, -0.6, -0.6], [-0.1, -0.5, 0.5], [-0.5, -0.4, -0.4], [-0.1, 0.0, 0.1], [0.3, -0.1, 0.0], [0.6, 0.3, 0.0], [0.3, 0.4, -0.5], [-0.2, 0.5, 0.0], [0.3, -0.5, -0.4], [-0.3, -0.4, 0.7], [0.0, -0.1, 0.7], [1.0, 0.9, -0.7], [-0.8, -0.4, 0.2], [-0.1, 0.0, -0.1], [0.0, 0.1, -0.1], [0.0, 0.1, -0.3], [-0.5, -0.5, 0.1], [0.1, -0.1, 0.2], [0.1, 0.0, 0.2], [0.4, 0.2, -0.2], [-0.2, -0.1, 0.0]]
}


# 4
{
  "formula": "C14H25NO3SSi2",
  "method": "ωB97M-V with the def2-TZVPD basis set",
  "e_lumo_ev": 0.73,
  "smiles": "C[Si](C)(CC[Si]12OCCN(CCO1)CCO2)c1cccs1",
  "charge": 0,
  "homo_energy_ev": -8.277,
  "relative_energy_ev": 0.641,
  "elements": ["C", "Si", "C", "C", "C", "Si", "O", "C", "C", "N", "C", "C", "O", "C", "C", "O", "C", "C", "C", "C", "S", "H", "H", "H", "H", "H", "H", "H", "H", "H", "H", "H", "H", "H", "H", "H", "H", "H", "H", "H", "H", "H", "H", "H", "H", "H"],
  "xyz": [[3.30838, -0.67589, -0.22306], [2.18602, -0.92257, -1.77731], [3.16925, -1.85717, -3.08730], [1.26815, 0.65356, -2.32168], [1.23240, 1.76287, -1.29989], [0.02008, 1.62717, 0.09495], [-0.75347, 3.18519, 0.42800], [-1.69179, 3.44698, 1.39844], [-1.70550, 2.47888, 2.52775], [-1.95849, 1.02863, 2.15823], [-2.87043, 0.39927, 1.08785], [-2.50140, 0.85637, -0.27536], [-1.11128, 0.54059, -0.46111], [-1.11995, -0.03374, 2.72848], [0.21518, -0.19268, 2.00756], [0.67265, 0.95879, 1.48570], [0.88658, -2.12643, -1.28299], [-0.41654, -2.11111, -1.60300], [-1.07675, -3.10150, -0.76167], [-0.24862, -3.91025, -0.04991], [1.39325, -3.36598, -0.21473], [4.31527, -0.28587, -0.48657], [2.92049, -0.10494, 0.56265], [3.24647, -1.67143, 0.12944], [3.32668, -2.99592, -3.06521], [2.68562, -1.83026, -4.07190], [4.20459, -1.51971, -3.19107], [0.32841, 0.23477, -2.58834], [1.87387, 0.94559, -3.20032], [0.91239, 2.66028, -1.82499], [2.21397, 1.80486, -0.79301], [-2.72151, 3.48660, 0.92882], [-1.59693, 4.50561, 1.69402], [-0.77463, 2.59223, 3.05888], [-2.46396, 2.82064, 3.32609], [-3.85648, 0.64638, 1.28223], [-2.83854, -0.65467, 1.02353], [-3.18092, 0.49623, -1.02764], [-2.59414, 1.96386, -0.23779], [-1.70474, -0.96808, 2.76783], [-0.98990, 0.11304, 3.84117], [1.04319, -0.64144, 2.55030], [0.15054, -0.94452, 1.18019], [-0.86406, -1.47536, -2.39425], [-2.10818, -3.17931, -0.77696], [-0.42521, -4.63958, 0.75392]],
  "forces_ev_per_angstrom": [[0.2, 0.4, -2.5], [0.7, 0.1, 0.6], [0.8, -1.5, -0.9], [2.1, -1.3, -0.2], [0.0, 0.3, 0.9], [-1.8, 0.5, 1.1], [2.5, -2.5, -1.6], [-2.3, 1.0, -0.7], [-2.0, -1.1, 1.5], [0.2, -1.5, -0.7], [1.7, 2.3, 0.8], [1.1, 2.1, 0.8], [-0.7, 0.6, -0.7], [-0.4, 0.6, 2.0], [-0.1, -3.3, -0.7], [0.9, 3.4, -1.8], [1.7, 0.7, -0.4], [-0.8, -1.2, 0.9], [0.9, 0.1, -1.1], [0.6, 0.4, 1.0], [-1.2, -0.2, 0.0], [-0.5, -0.7, 0.3], [-0.8, 1.2, 1.0], [1.0, -1.2, 0.6], [-0.6, 1.4, 1.0], [0.0, 0.6, 0.0], [-0.1, 0.4, -0.2], [-1.0, 0.3, -0.6], [-0.7, 0.2, 0.1], [0.6, 0.6, 0.2], [-0.2, 0.7, -0.5], [0.7, -0.3, 0.3], [0.4, -0.4, 0.6], [0.6, -0.7, 0.0], [0.6, -0.4, -1.3], [-2.2, 0.7, 0.5], [0.6, -1.3, 0.9], [0.2, -0.6, -0.6], [-0.1, -0.7, -0.7], [0.4, 0.2, -0.5], [0.3, 0.4, -1.0], [-0.2, 0.1, 1.0], [-0.6, 0.3, 0.4], [0.1, -0.5, 1.1], [-2.0, -0.4, 0.1], [-0.3, 0.3, -0.8]]
}


# 5
{
  "formula": "C4H9BrN",
  "method": "ωB97M-V with the def2-TZVPD basis set",
  "e_lumo_ev": [-5.34, -4.58],
  "charge": 1,
  "homo_energy_ev": [-14.599, -13.596],
  "relative_energy_ev": 4.974,
  "elements": ["C", "C", "C", "C", "N", "Br", "H", "H", "H", "H", "H", "H", "H", "H", "H"],
  "xyz": [[-0.35409, 1.73681, -0.06083], [-1.39136, 0.66617, 0.01569], [0.56752, -1.75110, 0.15280], [0.84116, -0.30529, -0.03204], [-0.08397, 0.53949, 0.73631], [2.72146, 0.11852, -0.05668], [0.24567, 2.04307, -0.93816], [-0.58788, 2.59819, 0.38889], [-2.18459, 0.80435, 0.71723], [-1.43454, -0.01775, -0.81452], [0.88809, -2.22803, 1.15926], [-0.48364, -1.93647, 0.15933], [0.72687, -2.42783, -0.67463], [0.42638, -0.24705, -2.44896], [0.10291, 0.40692, 1.69632]],
  "forces_ev_per_angstrom": [[-0.5, -0.8, -1.7], [1.2, 0.4, 0.1], [-0.6, -1.4, 1.4], [1.5, -1.7, -0.3], [1.9, -0.4, -3.6], [-1.4, 0.3, 0.2], [-0.1, -1.4, 0.4], [-0.8, 2.9, 2.5], [-0.6, 0.1, -0.1], [-0.4, -0.2, 0.1], [0.1, 0.9, -1.6], [-1.3, 0.5, 0.4], [1.4, 0.1, -0.2], [0.0, 0.1, 0.6], [-0.5, 0.7, 1.8]]
}


# 6
{
  "formula": "C2H7N3O",
  "method": "ωB97M-V with the def2-TZVPD basis set",
  "e_lumo_ev": 0.98,
  "charge": 0,
  "homo_energy_ev": -8.722,
  "relative_energy_ev": 4.297,
  "elements": ["C", "C", "N", "O", "N", "N", "H", "H", "H", "H", "H", "H", "H"],
  "xyz": [[0.84778, 0.95425, 0.59600], [-1.67417, -0.65129, 0.46609], [0.95859, 0.02388, -1.65607], [1.74699, 0.06844, 1.11550], [-0.17647, -0.43827, -1.32333], [-0.57578, 0.04711, -0.17819], [2.07579, -0.44972, 0.36414], [1.16340, -0.20567, -2.63148], [0.24442, 1.39438, 1.38133], [1.25847, 1.73131, -0.04083], [-2.28124, -1.17822, -0.27602], [-1.28961, -1.37325, 1.19366], [-2.29814, 0.07704, 0.98921]],
  "forces_ev_per_angstrom": [[-2.8, -0.9, 0.8], [0.3, 0.2, 0.6], [-0.1, -0.4, -0.5], [-0.4, -0.2, -0.5], [0.5, 0.7, -0.5], [2.6, 1.3, 0.0], [0.2, 0.2, 0.0], [-0.3, -0.5, 0.3], [0.2, 0.0, 0.4], [-0.4, -0.5, -0.5], [0.3, 0.2, 0.0], [-0.2, 0.0, 0.0], [0.0, -0.1, 0.0]]
}


| no. | electronic energy (hartree) |
| --- | --- |
| 1 | -1338.041204 |
| 2 | -1709.745318 |
| 3 | -522.187366 |
| 4 | -1806.158563 |
| 5 | -2786.086444 |
| 6 | -319.791872 |